Record 1
DFT (ωB97M-V with the def2-TZVPD basis set) results for C5H10N2O2 as an isolated structure in a non-equilibrium geometry.

Each line ends with the Löwdin charge.
Atoms and positions in Å:
C: -0.06977 -0.20996 1.02471  -0.37
C: -0.21693 0.97819 0.11753  -0.28
C: 1.10373 1.59710 -0.32413  -0.05
N: 1.09668 -0.82855 1.17340  0.15
N: -1.12774 -0.50968 1.81374  0.19
C: -0.15400 -1.31484 -1.42097  -0.13
C: -1.01229 0.41362 -1.07591  -0.39
O: 1.01731 -1.70888 -1.27993  -0.10
O: -0.68507 0.61476 -2.28045  -0.11
H: -0.82257 1.74294 0.62564  0.14
H: 1.10153 -1.60572 1.82439  0.11
H: 1.47605 -1.19565 0.16380  0.13
H: -2.00374 -0.03894 1.64969  0.12
H: -1.16010 -1.39089 2.30354  0.12
H: -0.80369 -1.86038 -2.14469  0.10
H: -2.02419 0.06241 -0.81371  0.12
H: 0.89608 2.41168 -1.01768  0.09
H: 1.67193 1.96048 0.53126  0.08
H: 1.71676 0.88231 -0.87021  0.08

The highest occupied orbital energy (alpha / beta) is -6.905 / -6.904 eV. The value obtained for the frontier orbital gap (alpha / beta) is 7.23 / 7.23 eV. The calculation puts the LUMO energy (alpha / beta) at 0.33 / 0.33 eV.


Record 2
DFT (ωB97M-V with the def2-TZVPD basis set) results for a 10-piece molecular cluster, C52H134N10O16 overall in a non-equilibrium geometry.

Each line ends with the Löwdin charge.
Atoms and positions in Å:
C: -6.19409 -7.67453 3.39752  -0.15
O: -5.31237 -8.27723 2.55637  -0.22
C: -3.89015 -8.26125 2.67834  -0.16
C: -3.47080 -6.77881 2.36430  -0.17
N: -4.06479 -6.31600 1.06543  -0.05
C: -3.74948 -4.93432 0.65504  -0.17
C: -4.35045 -3.89659 1.69483  -0.22
O: -4.16424 -2.58958 1.21062  -0.25
C: -4.69902 -1.59681 2.09207  -0.09
H: -6.03108 -6.59702 3.37483  0.07
H: -6.16811 -7.94581 4.45290  0.09
H: -7.20595 -7.74106 2.99776  0.09
H: -3.38858 -9.08011 2.16261  0.11
H: -3.75167 -8.54071 3.72278  0.11
H: -2.38755 -6.71127 2.26380  0.11
H: -3.77962 -6.11995 3.17587  0.09
H: -5.03593 -6.58764 1.00883  0.10
H: -4.21203 -4.89690 -0.33125  0.11
H: -2.71958 -4.58684 0.57346  0.11
H: -3.75296 -4.02406 2.59753  0.10
H: -5.42829 -3.99561 1.82342  0.12
H: -5.73099 -1.33918 1.85383  0.08
H: -4.02745 -0.76024 1.89908  0.07
H: -4.65067 -1.91176 3.13444  0.09
C: -0.33617 -3.66004 3.18057  -0.13
O: 0.02850 -3.31823 1.87938  -0.18
C: -0.71975 -2.13292 1.42046  -0.15
C: -0.59308 -0.88477 2.33847  -0.21
N: 0.74519 -0.40258 2.58757  -0.10
C: 1.59661 -0.04010 1.48429  -0.13
C: 0.97273 1.40722 0.96778  -0.16
O: 1.89325 1.83998 0.00157  -0.21
C: 1.75958 3.18434 -0.37646  -0.12
H: 0.02004 -2.89470 3.87011  0.08
H: 0.04949 -4.62723 3.50293  0.08
H: -1.41434 -3.76344 3.30288  0.08
H: -1.80434 -2.22331 1.48030  0.09
H: -0.40669 -1.86039 0.41258  0.11
H: -1.16545 -1.02060 3.25611  0.11
H: -1.07780 -0.02902 1.86853  0.09
H: 1.32934 -0.54454 3.39918  0.11
H: 1.60002 -0.86601 0.77298  0.10
H: 2.64469 0.07453 1.76090  0.12
H: 0.67518 2.27488 1.55662  0.12
H: 0.09412 1.15504 0.37402  0.07
H: 0.92217 3.35444 -1.05315  0.07
H: 2.60209 3.58688 -0.93883  0.07
H: 1.60244 3.87946 0.44830  0.08
C: 1.78852 3.97251 -4.69612  -0.09
O: 1.39526 3.09286 -5.78671  -0.21
C: 1.63394 3.74635 -7.05181  -0.20
C: 0.66055 4.89676 -7.43044  -0.15
N: 1.36065 5.62235 -8.55815  -0.07
C: 2.27984 6.68412 -8.11653  -0.21
C: 3.39224 6.96495 -9.18622  -0.19
O: 4.54983 6.20188 -8.84401  -0.22
C: 5.43307 6.79000 -7.82300  -0.06
H: 1.80798 5.02721 -4.97055  0.06
H: 2.84524 3.76622 -4.52616  0.09
H: 1.27859 3.75628 -3.75732  0.06
H: 1.47804 2.91660 -7.74124  0.12
H: 2.68296 4.04242 -7.05154  0.12
H: 0.34755 5.54018 -6.60816  0.09
H: -0.24016 4.46825 -7.87001  0.11
H: 1.85634 5.07061 -9.24370  0.10
H: 2.62083 6.48476 -7.10062  0.09
H: 1.78036 7.61994 -7.86580  0.10
H: 3.67050 7.98931 -9.43390  0.11
H: 2.99554 6.63362 -10.14589  0.11
H: 6.20487 6.09818 -7.48568  0.08
H: 4.84846 6.90836 -6.91067  0.07
H: 5.80948 7.74669 -8.18516  0.08
C: -2.28940 5.07295 0.05007  -0.08
O: -2.14092 3.68178 -0.14996  -0.26
C: -2.59750 3.18623 -1.40119  -0.20
C: -2.27517 1.68840 -1.43648  -0.10
N: -1.98166 1.12229 -2.81123  -0.09
C: -0.66096 1.09620 -3.36413  -0.18
C: -0.01874 -0.07569 -2.58361  -0.18
O: 1.21601 -0.52633 -3.22097  -0.20
C: 2.24894 0.52310 -3.44165  -0.06
H: -1.45674 5.63746 -0.36956  0.07
H: -2.31001 5.20414 1.13195  0.08
H: -3.22462 5.43240 -0.37921  0.09
H: -2.03935 3.74002 -2.15611  0.12
H: -3.64385 3.49147 -1.40897  0.12
H: -3.03779 1.18622 -0.84121  0.10
H: -1.27010 1.67256 -1.01498  0.09
H: -2.53908 1.56121 -3.53007  0.12
H: -0.17050 2.04971 -3.16820  0.09
H: -0.49210 0.80594 -4.40111  0.14
H: -0.67971 -0.93584 -2.69020  0.09
H: 0.10587 -0.03026 -1.50172  0.10
H: 2.00457 1.32956 -2.75027  0.06
H: 2.21464 0.88954 -4.46763  0.07
H: 3.28279 0.20782 -3.30079  0.08
C: -2.36929 -15.13234 6.27645  -0.11
O: -2.38987 -13.74759 6.41541  -0.22
C: -2.21004 -12.89306 5.32040  -0.22
C: -1.58633 -11.63721 5.96456  -0.17
N: -1.33520 -10.52725 5.03319  -0.06
C: -0.51137 -10.97908 3.93607  -0.27
C: 0.00697 -9.82261 3.19739  -0.23
O: 0.76855 -8.97684 4.10917  -0.18
C: 1.32075 -7.85232 3.38753  -0.09
H: -2.38808 -15.27971 7.35627  0.10
H: -1.41931 -15.41957 5.82573  0.09
H: -3.16736 -15.58871 5.69088  0.09
H: -3.09342 -12.75641 4.69665  0.12
H: -1.64879 -13.41922 4.54822  0.11
H: -0.61532 -11.94997 6.34850  0.11
H: -2.12568 -11.18777 6.79836  0.12
H: -0.66634 -9.85371 5.37823  0.09
H: -1.04181 -11.56740 3.18733  0.13
H: 0.34325 -11.48965 4.37997  0.13
H: -0.92633 -9.36888 2.86396  0.11
H: 0.55396 -10.14641 2.31192  0.13
H: 1.62485 -7.07154 4.08467  0.08
H: 0.68644 -7.30784 2.68804  0.08
H: 2.24370 -8.16516 2.89928  0.08
C: 1.66201 7.12002 0.40236  -0.09
O: 0.90109 6.77823 -0.77466  -0.21
C: 0.92441 7.71166 -1.87987  -0.16
C: 0.26693 7.04469 -3.17048  -0.17
N: 0.46132 7.80095 -4.45048  -0.06
C: -0.13420 9.09628 -4.33235  -0.21
C: 0.91572 10.22417 -3.81437  -0.15
O: 0.79135 10.59379 -2.43709  -0.21
C: -0.43106 11.07796 -2.05754  -0.15
H: 2.63212 7.52977 0.12109  0.08
H: 1.74823 6.26019 1.06671  0.08
H: 1.24936 7.94786 0.97900  0.08
H: 1.88936 8.00334 -2.29447  0.12
H: 0.25738 8.53217 -1.61545  0.10
H: -0.77762 6.88759 -2.90151  0.10
H: 0.51094 5.98512 -3.24704  0.08
H: 0.26011 7.28574 -5.29556  0.08
H: -1.06157 9.05708 -3.76090  0.10
H: -0.51031 9.37596 -5.31643  0.11
H: 0.84628 11.02137 -4.55448  0.11
H: 1.88085 9.73964 -3.96227  0.11
H: -0.50737 11.25456 -0.98465  0.09
H: -1.28243 10.44836 -2.31613  0.08
H: -0.54429 12.03411 -2.56848  0.09
C: -2.69492 -2.59335 -2.23625  -0.06
C: -4.01836 -2.04768 -2.73448  -0.37
C: -4.84952 -1.35554 -1.59294  -0.19
O: -5.58235 -0.27355 -2.07795  -0.22
C: -6.21053 0.52525 -1.07201  -0.09
N: -3.59977 -1.04314 -3.74440  0.04
H: -2.09275 -2.92186 -3.08336  0.09
H: -2.96266 -3.37810 -1.52873  0.05
H: -2.00293 -1.91887 -1.73194  0.05
H: -4.63481 -2.73784 -3.31048  0.13
H: -4.06019 -0.90742 -0.98941  0.10
H: -5.60685 -1.91513 -1.04394  0.13
H: -7.02046 0.02161 -0.54430  0.08
H: -6.65246 1.49774 -1.28897  0.09
H: -5.51590 0.62496 -0.23795  0.05
H: -2.87704 -0.54171 -3.24807  0.00
H: -4.28575 -0.32572 -3.55779  0.04
C: 6.10435 -6.73171 3.39343  -0.09
C: 5.99456 -5.38020 2.76545  -0.42
C: 4.64247 -4.71447 3.02395  -0.16
O: 3.82968 -5.26908 1.96389  -0.22
C: 3.22323 -4.43192 0.97627  -0.10
N: 7.04019 -4.69071 3.52251  0.01
H: 7.16042 -6.99620 3.44682  0.08
H: 5.49551 -7.34750 2.73145  0.08
H: 5.80260 -6.74658 4.44073  0.09
H: 6.12909 -5.44337 1.68562  0.15
H: 4.60119 -3.63843 2.85499  0.11
H: 4.17960 -4.76010 4.00973  0.12
H: 2.57453 -3.64370 1.35836  0.06
H: 2.83556 -5.11325 0.21889  0.10
H: 3.81663 -3.67745 0.45979  0.08
H: 6.92055 -4.86324 4.51045  0.07
H: 7.88672 -5.19521 3.30122  0.06
C: 8.17370 5.33384 2.56665  -0.09
C: 7.79599 3.99008 1.96230  -0.39
C: 6.68697 4.20943 0.82238  -0.22
O: 6.37223 2.97074 0.32678  -0.21
C: 5.68833 2.97881 -0.96529  -0.07
N: 9.06933 3.51953 1.34626  0.03
H: 9.05235 5.18973 3.19537  0.08
H: 7.38605 5.76333 3.18572  0.07
H: 8.34834 6.03747 1.75270  0.07
H: 7.51455 3.28888 2.74794  0.13
H: 7.37176 4.69119 0.12449  0.11
H: 5.70902 4.62673 1.06231  0.13
H: 5.23502 1.99952 -1.11887  0.09
H: 6.40454 3.12007 -1.77473  0.08
H: 4.90404 3.71688 -1.13334  0.07
H: 9.49412 4.27409 0.82637  0.06
H: 8.72681 2.91547 0.61285  0.05
C: -2.41754 2.74912 3.42295  -0.04
C: -3.89880 2.37644 3.10056  -0.41
C: -4.91551 3.39561 3.72263  -0.16
O: -4.93718 4.72903 3.10578  -0.22
C: -5.76973 5.71523 3.81881  -0.07
N: -4.01397 2.27270 1.66475  0.06
H: -2.50105 2.90458 4.49857  0.07
H: -2.14748 3.75094 3.08900  0.07
H: -1.90173 1.85350 3.07671  0.07
H: -3.94950 1.35323 3.47280  0.12
H: -4.61996 3.51716 4.76472  0.11
H: -5.93881 3.02133 3.69322  0.11
H: -5.11607 6.08956 4.60666  0.08
H: -6.73127 5.30079 4.12174  0.08
H: -6.09588 6.57671 3.23607  0.08
H: -3.33097 2.78353 1.12378  0.03
H: -4.79692 2.87091 1.44282  0.07

The highest occupied orbital energy is -8.014 eV. The value obtained for the frontier orbital gap is 8.41 eV. The calculation puts the LUMO energy at 0.40 eV.


Record 3
DFT (ωB97M-V with the def2-TZVPD basis set) results for an isolated ion of composition C5H10NOS and charge +1 in a non-equilibrium geometry.

Each line ends with the Löwdin spin population.
Atoms and positions in Å:
C: -2.45192 -0.66368 -0.39997  0.25
C: 1.78595 0.87413 -1.03656  0.06
C: 1.58821 -0.57952 -0.74330  0.03
C: 0.85736 0.46182 0.09681  0.32
C: -3.71150 -0.10690 0.12373  0.07
N: 1.49421 0.89569 1.44696  0.04
O: -2.11372 -1.54587 -1.07208  0.09
S: -1.04212 0.48040 0.47889  1.08
H: 2.51283 1.52277 -0.73819  0.01
H: 1.30011 1.13328 -1.98323  0.01
H: 0.84423 -0.88252 -1.49546  0.01
H: 2.21306 -1.36656 -0.26266  0.00
H: -3.78737 -0.04196 1.25743  0.00
H: -4.49970 -0.73410 -0.26020  0.02
H: -3.93173 0.88384 -0.21466  0.00
H: 1.19025 0.55468 2.36224  0.00
H: 1.34793 1.89570 1.50318  0.00
H: 2.43710 0.58677 1.49253  0.01

Its spin multiplicity is 3. The highest occupied orbital energy (alpha / beta) is -9.111 / -13.494 eV. The value obtained for the frontier orbital gap (alpha / beta) is 5.68 / 6.87 eV. Its total charge is +1. The calculation puts the LUMO energy (alpha / beta) at -3.43 / -6.63 eV. Its expectation value of S² is 2.01.


Record 4
DFT (ωB97M-V with the def2-TZVPD basis set) results for one molecule with the formula C3H7NO4S in a non-equilibrium geometry.

Each line ends with the Löwdin charge.
Atoms and positions in Å:
C: -1.17776 1.45657 0.33327  -0.47
C: -0.99156 -2.19255 0.52479  -0.10
C: 0.94194 2.11756 -0.48815  -0.04
N: -1.39515 -1.21737 -0.51000  -0.19
O: -1.49424 2.44771 0.93040  0.14
O: -3.18911 -0.29737 0.98588  -0.26
O: -2.90586 0.58483 -1.32348  -0.28
O: -0.06375 1.13744 -0.37846  -0.12
S: -2.34717 0.04438 -0.10892  0.65
H: -1.64900 -2.18743 1.30469  0.04
H: -0.94562 -3.25192 0.24242  0.09
H: -0.06526 -1.99234 1.02507  0.07
H: 0.66812 2.92162 -1.13634  0.09
H: 1.68791 1.42282 -0.99760  0.13
H: 1.17887 2.57000 0.47171  0.10
H: -0.69129 -0.89095 -1.27932  0.16

The highest occupied orbital energy is -10.319 eV. The value obtained for the frontier orbital gap is 10.72 eV. The calculation puts the LUMO energy at 0.40 eV.


Record 5
DFT (ωB97M-V with the def2-TZVPD basis set) results for an isolated ion of composition C12H14NO and charge +1 in a non-equilibrium geometry.

Each line ends with the Löwdin charge.
Atoms and positions in Å:
C: -0.70931 -0.76575 -3.27057  -0.02
C: -1.50236 0.15507 -2.63501  -0.04
C: 0.51757 -1.26552 -2.67150  0.10
C: -2.37280 0.99760 -0.45937  0.10
C: -1.42441 0.48788 -1.29781  -0.15
C: 0.67097 -0.83115 -1.34383  -0.10
C: -0.27039 -0.06216 -0.63763  -0.06
C: -2.06094 1.33579 0.98750  -0.09
C: -0.55312 1.14580 1.44127  -0.07
C: 1.36200 -0.61403 0.87137  -0.50
C: 1.42617 -1.76233 1.89088  0.06
C: 2.29775 0.45789 1.18276  -0.01
N: 0.08500 0.15525 0.61884  0.06
O: 1.71554 -1.04693 -0.41754  0.05
H: -0.77238 -0.83900 -4.35105  0.12
H: -2.35197 0.66520 -3.13170  0.14
H: 1.31802 -1.84875 -3.01421  0.12
H: -3.38442 1.25463 -0.68242  0.13
H: -2.27657 2.43137 1.08240  0.15
H: -2.81176 0.82166 1.48494  0.10
H: -0.11085 2.14331 1.25927  0.15
H: -0.70554 0.75645 2.44659  0.14
H: 0.54609 -1.86166 2.49605  0.08
H: 2.13719 -1.35848 2.58992  0.08
H: 1.64521 -2.73361 1.45681  0.11
H: 2.27225 1.42418 0.57276  0.14
H: 3.25995 -0.02784 1.35543  0.12
H: 2.05312 0.78512 2.17585  0.09

The highest occupied orbital energy (alpha / beta) is -11.885 / -11.883 eV. The value obtained for the frontier orbital gap (alpha / beta) is 6.52 / 6.51 eV. Its total charge is +1. The calculation puts the LUMO energy (alpha / beta) at -5.37 / -5.37 eV.


Values of energy relative to the best compared isomer or geometry (same formula, charge and spin), in order: 100.0 285.1 57.1 43.5 2.2, all in kcal per mole.